Molecular formula: C35H26AuClIN4O2P
Method: DFT, wB97M-V/def2-TZVPD

Values from the calculation:
- largest force on an atom (eV Å⁻¹) = 0.4
- relative energy (zero: lowest compared OMol25 entry of this formula, charge and spin) (eV) = 3.018
- total charge = +2
- HOMO energy (eV) = -12.672
- Kohn-Sham gap (eV) = 4.7

Last column: Löwdin charge in e.
Positions of all 71 atoms, in Å:
C  -2.64  0.93  -2.16  -0.080
C  1.41  2.44  -0.74  -0.396
H  1.17  1.76  7.12  0.120
H  0.04  0.06  5.73  0.087
H  1.38  4.39  -3.51  0.115
C  0.83  5.13  2.42  -0.035
C  -0.51  -2.48  -2.92  -0.019
I  -1.20  -0.20  3.11  0.960
H  -2.44  -5.06  0.68  0.212
N  -2.28  -4.09  0.43  0.243
P  0.37  1.63  0.50  0.862
C  0.44  2.45  3.31  -0.201
C  3.21  -2.82  0.77  -0.093
C  -0.55  -4.36  -1.24  -0.241
C  -2.41  2.07  0.37  -0.103
O  -0.19  -5.47  -0.98  0.166
H  -0.13  -1.79  -2.18  0.092
C  -1.17  -4.72  -3.57  0.013
C  1.10  4.80  3.72  0.002
H  -1.34  -5.76  -3.31  0.133
C  3.35  -4.16  0.88  -0.026
C  0.35  1.00  5.28  -0.163
H  1.59  4.01  6.16  0.126
H  4.22  -4.79  0.90  0.134
N  -1.20  -2.15  -0.11  0.169
H  -0.16  3.30  -1.94  0.108
C  0.96  1.98  6.08  -0.050
O  -0.12  -3.82  1.13  0.098
N  2.07  -4.66  0.99  0.175
H  3.82  4.19  -3.20  0.116
H  -2.33  2.53  1.35  0.101
C  1.78  3.81  -2.69  -0.055
C  -0.96  -3.53  0.06  -0.395
C  0.92  3.47  4.19  -0.148
H  0.44  4.36  0.48  0.106
Au  1.13  -0.50  0.78  0.635
C  -2.44  -1.91  0.02  -0.032
C  -0.77  -3.82  -2.58  -0.154
H  -0.52  0.65  -2.05  0.100
C  3.15  3.70  -2.51  -0.055
C  -0.67  -2.06  -4.22  -0.079
H  -4.53  2.36  0.26  0.117
C  0.91  3.19  -1.80  -0.095
H  1.79  -5.63  1.05  0.183
C  -1.28  1.58  -0.27  -0.396
C  1.22  -3.63  0.95  -0.395
C  0.08  1.24  3.96  -0.615
C  -3.66  1.97  -0.24  -0.061
H  -4.74  1.36  -1.99  0.114
C  0.51  4.09  1.53  -0.068
C  -1.36  -4.29  -4.87  -0.062
C  -3.77  1.41  -1.50  -0.071
H  4.73  2.89  -1.31  0.114
C  2.80  2.34  -0.57  -0.107
C  -1.11  -2.96  -5.19  -0.643
Cl  -1.33  -2.42  -6.80  0.762
H  -2.72  0.52  -3.15  0.110
N  1.86  -2.49  0.82  -0.033
H  -0.44  -1.04  -4.51  0.115
H  3.20  1.76  0.25  0.091
C  3.66  2.97  -1.45  -0.060
H  1.43  5.55  4.42  0.128
C  0.35  2.78  1.91  -0.295
C  -3.16  -3.16  0.37  0.127
H  0.93  6.14  2.07  0.120
C  1.19  3.21  5.55  -0.010
H  3.96  -2.06  0.67  0.115
H  -4.22  -3.31  0.54  0.169
H  -1.69  -4.97  -5.64  0.123
C  -1.40  1.01  -1.54  -0.141
H  -2.90  -0.93  -0.08  0.116



Molecular formula: C35H26Br2FHfN4O3S2
Method: DFT, wB97M-V/def2-TZVPD

Values from the calculation:
- largest force on an atom (eV Å⁻¹) = 3.2
- relative energy (zero: lowest compared OMol25 entry of this formula, charge and spin) (eV) = 0.000
- total charge = -1
- HOMO energy (eV) = -3.791
- Kohn-Sham gap (eV) = 5.3

Last column: Löwdin charge in e.
Positions of all 74 atoms, in Å:
H  -3.41  -0.67  5.23  0.119
C  1.02  1.46  -1.47  -0.083
Hf  0.49  0.03  1.67  1.372
C  -0.20  3.67  1.68  -0.826
C  2.70  -1.85  4.86  -0.586
C  -3.80  -0.37  -4.25  -0.275
H  2.65  5.05  1.75  0.064
N  0.83  -2.34  -4.75  0.062
C  0.66  -2.17  -3.32  -0.239
H  4.24  -2.99  6.00  0.093
H  0.84  2.38  -3.50  0.115
H  6.09  -0.31  0.15  0.123
O  0.52  -1.84  0.66  -0.193
C  -2.75  -0.82  1.44  -0.158
C  1.10  3.63  2.02  -0.854
C  0.70  -0.83  -1.40  -0.179
H  0.80  0.31  -4.63  0.093
H  -1.66  4.92  0.69  0.072
H  -4.88  -1.24  1.18  0.119
C  0.54  -3.37  -2.57  -0.014
H  -3.23  1.40  -5.38  0.086
N  3.00  -0.58  1.52  0.031
C  -2.06  -2.08  -4.37  -0.056
H  -6.35  1.38  -3.06  0.099
C  4.98  -2.25  4.18  -0.617
N  0.84  0.32  -0.72  0.033
N  0.05  -1.79  -5.55  0.058
O  -5.02  -0.07  -3.80  -0.091
C  -3.24  -0.69  4.13  -0.037
C  3.96  -2.45  5.11  -0.157
S  2.03  2.19  2.03  0.559
C  -1.71  -0.01  -5.43  -0.046
C  0.84  1.49  -2.85  -0.039
C  1.87  4.81  2.46  -0.169
C  -4.06  -0.98  1.90  -0.045
C  -2.94  0.46  -5.01  -0.009
C  -1.25  -1.28  -5.08  -0.284
C  5.63  -1.28  1.97  -0.054
Br  1.58  -1.60  6.37  0.768
Br  6.70  -2.99  4.45  0.743
H  -2.58  -0.92  0.38  0.080
H  -3.98  -2.35  -3.38  0.131
H  3.67  0.30  -0.22  0.108
O  1.15  -0.88  3.40  -0.247
H  -0.51  5.85  1.79  0.047
C  -3.26  -1.63  -3.85  0.025
C  3.95  -0.26  0.68  -0.123
H  -5.57  1.79  -4.60  0.084
H  1.27  5.69  2.66  0.050
H  -1.84  -3.13  -4.21  0.117
C  -1.93  -0.56  3.65  -0.153
H  6.66  -1.59  2.16  0.077
C  0.51  -2.00  -0.63  -0.342
C  5.30  -0.67  0.85  -0.050
C  0.45  -3.27  -1.20  0.009
C  4.66  -1.60  2.96  -0.188
F  -5.57  -1.05  3.75  0.000
H  0.55  -4.28  -3.12  0.102
H  1.11  2.37  -0.87  0.099
C  -4.28  -0.92  3.26  -0.290
C  0.77  -0.88  -2.79  -0.103
H  -1.21  0.61  -6.14  0.105
S  -1.08  2.20  1.45  0.572
H  2.37  4.63  3.41  0.058
C  0.79  0.32  -3.56  0.016
H  0.32  -4.06  -0.53  0.103
C  -1.69  -0.53  2.29  -0.360
C  2.38  -1.27  3.66  -0.391
C  -5.39  1.30  -3.62  -0.072
H  -1.78  4.88  2.47  0.069
C  3.37  -1.20  2.67  -0.165
H  -1.09  -0.30  4.29  0.078
H  -4.58  1.88  -3.10  0.113
C  -1.05  4.91  1.64  -0.155



Molecular formula: C35H26Cl4HgN2O2PSi
Method: DFT, wB97M-V/def2-TZVPD

Values from the calculation:
- largest force on an atom (eV Å⁻¹) = 0.4
- relative energy (zero: lowest compared OMol25 entry of this formula, charge and spin) (eV) = 0.526
- total charge = -2
- HOMO energy (alpha / beta) (eV) = 0.605 / -0.855
- ⟨S²⟩ = 0.76
- spin multiplicity = 2
- Kohn-Sham gap (alpha / beta) (eV) = 3.4 / 4.8

Last column: Löwdin spin population.
Positions of all 72 atoms, in Å:
H  0.72  -4.65  -2.40  0.003
H  1.85  -2.50  3.35  0.000
C  2.54  -0.06  3.97  0.001
H  3.52  1.67  4.76  0.000
H  -2.34  -2.56  -3.94  0.001
H  4.88  -4.74  -1.39  0.001
Cl  -2.32  7.29  -0.64  0.001
C  2.06  2.17  3.25  0.002
Hg  0.31  0.61  -1.24  0.362
C  -0.82  -1.34  -6.71  0.017
C  -2.43  5.33  -2.52  0.001
C  2.28  -4.48  1.74  0.000
H  3.66  -6.11  1.91  0.000
Cl  -3.30  6.47  -3.51  0.000
C  1.74  -6.77  1.24  0.000
C  -1.23  -2.43  1.91  0.001
O  -0.36  2.61  -0.20  0.093
H  3.09  -0.78  4.56  0.000
C  -2.00  5.69  -1.27  0.002
H  2.03  -7.81  1.16  0.000
C  -1.01  3.45  -0.93  0.007
C  -1.47  3.06  -2.26  0.002
H  3.03  -3.75  2.03  0.000
H  1.12  -0.44  -6.74  -0.001
C  -1.30  4.75  -0.49  0.005
H  -3.24  -3.79  4.28  0.000
C  -2.95  -3.20  3.42  0.000
C  3.92  -2.81  -1.32  0.003
C  -2.17  4.03  -3.00  0.003
H  1.52  -0.74  -4.34  0.006
C  -1.57  -2.10  -4.55  0.014
Cl  -0.76  5.18  1.12  0.003
C  2.73  -2.11  -1.49  0.023
P  0.52  -2.30  1.36  0.009
C  0.46  -6.37  0.88  0.000
C  0.09  -5.04  0.97  0.001
C  0.37  -0.92  -6.13  0.001
C  -1.62  -3.17  3.02  0.000
H  2.23  3.24  3.28  0.000
H  -0.26  -7.10  0.52  0.000
H  -0.91  -4.74  0.67  0.001
N  0.87  0.34  2.30  0.008
Cl  -2.72  3.56  -4.59  0.001
C  2.65  -5.82  1.66  0.000
C  0.99  -4.07  1.42  0.000
C  1.57  -0.50  3.05  0.003
H  -4.25  -1.14  1.07  0.000
H  -2.73  -2.26  -6.35  0.000
Si  -0.11  -1.81  -2.08  0.222
O  -1.26  1.88  -2.67  0.025
C  2.77  1.30  4.06  0.001
C  1.62  -4.12  -2.10  0.009
H  -0.88  -3.73  3.58  0.000
H  -1.88  -1.10  0.36  0.004
C  -3.52  -1.72  1.62  0.001
C  3.96  -4.19  -1.53  0.005
H  2.81  -5.91  -2.08  0.000
H  -1.09  -2.91  -1.70  0.053
N  1.28  -1.84  2.86  0.001
H  0.57  2.28  1.69  0.002
C  1.55  -2.74  -1.89  0.010
C  -2.19  -1.69  1.22  0.005
H  2.71  -1.04  -1.30  0.036
H  -1.00  -1.20  -7.77  0.001
C  2.80  -4.84  -1.92  0.000
C  0.58  -1.09  -4.77  0.018
H  4.82  -2.29  -1.01  0.001
C  -1.79  -1.93  -5.91  0.002
H  -4.94  -2.49  3.03  0.000
C  -0.38  -1.69  -3.95  0.020
C  -3.90  -2.47  2.72  0.000
C  1.12  1.65  2.38  0.009



Molecular formula: C35H26F8InO5
Method: DFT, wB97M-V/def2-TZVPD

Values from the calculation:
- largest force on an atom (eV Å⁻¹) = 2.4
- total charge = -1
- HOMO energy (eV) = -4.772
- Kohn-Sham gap (eV) = 5.4

Last column: Löwdin charge in e.
Positions of all 75 atoms, in Å:
C  5.58  3.39  5.32  -0.078
C  -3.63  -1.57  1.23  -0.447
H  8.55  5.14  7.05  0.102
C  -2.60  -3.78  -5.86  -0.088
H  2.18  1.68  3.64  0.086
C  0.47  3.45  5.98  -0.062
C  -3.03  -2.65  -3.36  -0.037
O  -2.64  -5.57  -7.39  0.096
F  -3.89  1.52  1.67  0.192
H  4.06  -0.72  -0.54  -0.170
C  -2.35  -0.86  0.87  -0.121
C  -1.77  -3.57  -8.27  -0.083
O  3.76  5.40  7.69  0.091
C  -3.21  -4.52  -4.85  -0.005
H  7.06  2.37  4.14  0.123
H  2.04  1.29  -1.20  -0.155
C  7.95  3.72  5.56  -0.064
H  -3.91  -4.54  -2.83  0.109
C  -2.23  -2.46  -5.61  -0.081
In  2.40  -0.15  -0.18  0.216
C  6.88  3.09  4.93  -0.001
H  -3.51  -5.54  -5.05  0.118
O  -1.29  -0.48  -6.48  0.113
H  -0.80  -1.00  -1.66  0.099
C  1.53  4.10  6.59  -0.013
H  -2.13  -0.88  -4.16  0.122
C  -1.43  -2.24  -8.03  -0.080
C  -3.82  0.33  3.73  -0.313
C  -0.53  -1.06  -0.60  -0.330
H  1.03  -2.22  -1.51  0.009
C  -1.62  -1.62  -6.69  -0.276
H  8.96  3.48  5.26  0.104
C  -2.36  -4.41  -7.18  -0.278
C  -3.43  -3.96  -3.61  -0.046
H  -3.20  -2.21  -2.38  0.100
F  -4.35  1.16  4.65  0.098
H  -1.80  -0.56  1.75  0.143
C  7.71  4.65  6.57  -0.069
C  2.83  3.88  6.15  -0.090
H  -0.89  -3.79  -11.52  0.103
H  2.35  0.38  1.53  -0.151
C  3.96  4.60  6.80  -0.279
C  3.06  3.00  5.09  -0.078
C  -0.73  -2.02  -10.32  -0.064
O  -1.53  -1.75  0.16  -0.129
H  6.23  5.66  7.75  0.116
H  -0.33  -1.41  -11.12  0.104
C  2.00  2.35  4.47  0.014
H  -2.55  -0.01  0.21  0.142
C  6.42  4.94  6.96  -0.011
H  -0.12  2.08  4.43  0.101
F  -3.42  -2.43  2.22  0.151
C  -4.83  -0.65  1.55  -0.437
H  -4.02  -0.68  4.09  0.168
H  -0.41  -0.05  -0.21  0.063
F  -5.68  -1.35  2.30  0.156
C  5.35  4.30  6.34  -0.084
F  -5.72  1.15  2.66  0.149
F  -2.54  0.61  3.68  0.127
H  1.35  4.77  7.42  0.115
C  -0.92  -1.46  -9.07  -0.004
H  -1.82  -5.16  -9.70  0.118
H  -0.67  -0.43  -8.89  0.120
C  -2.43  -1.90  -4.36  0.008
C  4.45  2.72  4.62  -0.278
H  0.90  -2.49  0.23  0.020
C  0.71  2.58  4.92  -0.045
F  -5.43  -0.31  0.45  0.209
F  -4.02  -2.30  0.17  0.131
O  4.63  1.96  3.70  0.124
H  -0.54  3.61  6.33  0.103
C  -4.52  0.62  2.37  -0.426
C  0.83  -1.74  -0.56  -0.318
C  -1.04  -3.35  -10.55  -0.066
C  -1.56  -4.13  -9.52  -0.008



Molecular formula: C35H27AuN2O2P2S
Method: DFT, wB97M-V/def2-TZVPD

Values from the calculation:
- largest force on an atom (eV Å⁻¹) = 2.9
- relative energy (zero: lowest compared OMol25 entry of this formula, charge and spin) (eV) = 0.000
- total charge = +1
- HOMO energy (alpha / beta) (eV) = -9.816 / -10.820
- ⟨S²⟩ = 0.79
- spin multiplicity = 2
- Kohn-Sham gap (alpha / beta) (eV) = 5.3 / 6.3

Last column: natural (NBO) charge in e.
Positions of all 70 atoms, in Å:
H  0.30  -5.44  1.03  0.232
C  -2.70  0.84  1.16  -0.117
C  -1.00  -4.32  -1.89  -0.203
P  0.74  1.16  -1.44  0.977
C  -0.72  -2.52  -0.33  -0.458
H  3.15  3.47  4.01  0.267
S  3.28  -2.41  0.11  0.266
C  -1.79  0.83  5.56  -0.205
H  -1.88  1.55  1.26  0.216
H  4.99  -1.94  -3.59  0.233
H  -0.86  2.50  6.50  0.227
C  4.37  -0.04  -2.78  -0.138
H  -0.38  -6.25  -1.20  0.232
H  2.88  -3.09  -3.09  0.222
C  -3.97  1.16  1.58  -0.220
H  -3.28  -2.30  0.01  0.235
C  -0.10  -4.75  0.30  -0.217
C  -0.81  1.78  5.70  -0.155
N  -0.57  0.02  -1.39  -1.284
H  -1.04  3.64  -6.22  0.226
C  -0.68  3.18  -5.32  -0.186
C  -0.21  -3.41  0.61  -0.123
C  -1.12  -2.98  -1.58  -0.200
Au  1.40  -0.07  0.84  1.048
C  -0.68  -0.07  3.62  -0.245
C  1.30  2.79  4.90  -0.100
C  -4.75  -1.00  0.87  -0.189
C  3.04  -2.05  -2.84  -0.130
H  1.29  3.50  5.71  0.232
C  0.17  3.36  -3.08  -0.210
C  -1.71  -0.11  4.52  -0.165
C  2.07  0.12  -2.08  -0.277
C  4.19  -1.41  -3.11  -0.230
C  -3.48  -1.34  0.45  -0.187
H  -0.90  1.18  -6.09  0.222
H  -0.61  -0.80  2.82  0.207
H  0.96  -1.71  -2.41  0.258
H  -2.61  0.79  6.25  0.230
C  -5.00  0.24  1.43  -0.167
C  3.39  1.85  1.87  0.736
O  3.28  0.96  0.97  -0.767
H  -1.52  -2.28  -2.31  0.229
C  3.30  0.71  -2.31  -0.222
N  1.31  0.99  2.81  -0.543
H  -1.30  -4.68  -2.86  0.231
H  -5.56  -1.71  0.75  0.231
O  4.28  2.66  1.96  -0.586
H  -4.17  2.13  2.03  0.232
H  -0.07  0.11  -4.02  0.213
H  0.11  -3.03  1.58  0.213
H  5.33  0.43  -2.93  0.229
H  -2.48  -0.87  4.44  0.227
H  -6.00  0.48  1.76  0.232
C  -0.60  1.79  -5.24  -0.190
C  0.22  1.98  -3.00  -0.278
C  0.31  0.91  3.72  0.234
C  2.27  1.87  2.93  0.155
H  -0.34  5.03  -4.31  0.226
C  0.27  1.85  4.80  -0.110
H  0.47  3.95  -2.23  0.223
C  1.95  -1.37  -2.08  -0.436
H  3.39  1.78  -2.18  0.236
C  -0.48  -5.20  -0.95  -0.172
P  -0.75  -0.78  0.10  1.262
C  -2.46  -0.41  0.58  -0.440
C  -0.29  3.96  -4.24  -0.203
H  -1.43  0.41  -1.78  0.435
C  -0.14  1.19  -4.09  -0.239
C  2.09  -1.60  -0.61  -0.256
C  2.32  2.79  3.98  -0.223



Molecular formula: C35H27BiN9O2S
Method: DFT, wB97M-V/def2-TZVPD

Values from the calculation:
- largest force on an atom (eV Å⁻¹) = 2.1
- relative energy (zero: lowest compared OMol25 entry of this formula, charge and spin) (eV) = 0.674
- total charge = +1
- HOMO energy (eV) = -10.145
- Kohn-Sham gap (eV) = 6.8

Last column: Löwdin charge in e.
Positions of all 75 atoms, in Å:
N  1.55  0.19  -0.17  -0.010
H  -2.90  7.71  -0.16  0.091
H  4.25  1.93  0.94  0.123
H  4.45  -1.57  3.25  0.131
H  -2.62  1.51  3.30  0.098
N  -1.27  -0.53  1.01  -0.004
H  -1.41  7.21  0.63  0.094
C  5.92  0.06  0.63  -0.057
C  7.43  0.00  2.49  -0.066
H  -0.63  0.06  2.90  0.123
H  8.34  0.18  3.00  0.100
H  2.87  3.80  -0.15  0.114
H  -2.38  -3.34  -1.23  0.090
H  0.71  3.24  -1.17  0.107
C  2.54  2.78  -0.11  -0.004
C  -4.63  3.25  -0.60  -0.276
N  3.71  -3.01  0.54  0.007
C  -2.81  -5.53  -2.82  -0.156
H  -4.36  1.75  1.64  0.120
H  -5.23  4.23  1.22  0.123
C  4.98  -0.57  1.40  -0.214
N  -3.30  -5.47  -3.87  0.173
C  -1.52  -6.60  -1.00  0.002
H  -2.17  4.23  -2.71  0.128
C  -3.53  5.18  0.27  0.003
Bi  0.70  -2.13  0.14  1.709
C  -1.41  0.16  2.13  -0.122
C  -1.96  -4.24  -0.84  -0.061
C  7.13  0.35  1.19  -0.061
C  3.64  -0.73  0.77  -0.163
C  5.23  -1.01  2.69  -0.019
C  -3.76  3.19  -1.69  -0.016
C  -0.58  -5.25  0.73  -0.159
H  -2.58  -1.32  -3.21  0.137
C  2.78  0.45  0.41  -0.176
C  1.31  2.48  -0.70  -0.025
C  -4.53  4.20  0.39  -0.032
H  -3.91  2.43  -2.47  0.123
N  3.88  -5.05  -0.39  0.099
S  2.04  -3.66  -1.60  0.566
C  6.48  -0.72  3.22  -0.065
H  5.66  0.30  -0.34  0.109
C  0.83  1.18  -0.73  -0.087
C  -1.88  7.35  -0.34  -0.086
C  -2.50  1.01  2.38  -0.026
C  3.28  -3.88  -0.37  -0.866
N  -1.21  -4.14  0.26  -0.031
C  -2.83  -0.90  -2.24  -0.001
H  3.62  -5.82  -0.95  0.090
C  -3.37  0.41  0.17  -0.076
H  6.75  -1.05  4.24  0.118
C  -2.71  5.17  -0.88  -0.282
C  -0.72  -6.46  0.14  -0.052
C  -4.07  -0.32  -2.02  -0.017
H  4.70  -5.14  0.20  0.119
H  0.01  -5.09  1.60  0.103
H  -1.54  -7.59  -1.55  0.152
H  -4.84  -0.32  -2.75  0.113
H  -1.38  8.18  -0.90  0.106
N  3.11  -1.83  0.34  -0.212
C  -4.35  0.42  -0.88  -0.211
C  -3.47  1.13  1.40  0.026
C  -2.84  4.22  -1.86  -0.002
C  -2.19  -0.38  0.03  -0.193
N  -5.63  1.09  -0.68  0.078
O  -1.81  6.16  -1.11  -0.089
C  3.28  1.74  0.48  0.016
H  -0.12  0.96  -1.15  0.101
C  -1.91  -1.00  -1.21  -0.365
O  -0.69  -1.59  -1.41  -0.375
H  -0.20  -7.36  0.46  0.119
H  7.92  0.90  0.66  0.120
H  -3.43  5.92  1.03  0.103
C  -2.13  -5.48  -1.53  -0.170
N  -5.77  2.32  -0.48  0.091